(1)
C25H25BeNSi | ωB97M-V/def2-TZVPD

Results
**Calculated total energy**: -36094.82015 eV
**Orbital gap**: 2.6 eV
**Strongest force on any atom**: 3.70 eV Å⁻¹
**Total charge**: -2

```
53
Properties=species:S:1:pos:R:3:lowdin_charge:R:1
C 0.93 3.19 -2.71 -0.17
C -0.07 3.85 -1.94 -0.16
C -1.20 3.00 -1.82 -0.14
C -0.91 1.79 -2.51 -0.17
C 0.40 1.90 -3.09 -0.19
Be 0.74 1.89 -1.29 0.05
N 1.91 1.27 -0.36 -0.21
C 2.19 2.25 0.65 -0.47
C 1.17 3.35 0.77 -0.21
H -2.18 3.28 -1.42 0.10
H -0.03 4.90 -1.62 0.10
H -1.64 1.04 -2.80 0.09
H 0.82 1.23 -3.84 0.10
H 1.81 3.66 -3.14 0.10
H 1.36 4.35 0.37 -0.06
H 3.15 2.79 0.56 0.06
H 2.69 0.93 -0.96 0.05
H 0.26 3.26 1.37 -0.06
H 2.21 1.72 1.61 0.06
C -2.60 -3.10 -2.69 -0.17
C -3.09 -1.86 -2.23 -0.14
C -2.29 -1.04 -1.42 -0.15
C -0.97 -1.39 -1.08 -0.29
C -0.52 -2.66 -1.49 -0.13
C -1.31 -3.50 -2.30 -0.14
Si 0.12 -0.29 0.07 0.74
C -1.11 -0.13 1.55 -0.27
C -1.67 1.10 1.93 -0.09
C -2.54 1.16 3.04 -0.11
C -2.89 0.00 3.75 -0.14
C -2.38 -1.23 3.33 -0.13
C -1.51 -1.30 2.23 -0.12
C 1.46 -1.32 0.69 -0.31
C 1.74 -1.44 2.06 -0.09
C 2.91 -2.09 2.49 -0.11
C 3.83 -2.59 1.54 -0.14
C 3.58 -2.43 0.16 -0.12
C 2.41 -1.78 -0.25 -0.14
H -3.21 -3.73 -3.33 0.06
H -4.09 -1.53 -2.51 0.08
H -2.71 -0.11 -1.03 0.09
H 0.45 -3.00 -1.15 0.06
H -0.92 -4.46 -2.63 0.07
H -1.43 1.99 1.36 0.07
H -2.93 2.12 3.36 0.08
H -3.54 0.07 4.62 0.07
H -2.65 -2.14 3.86 0.07
H -1.16 -2.27 1.91 0.10
H 1.05 -1.01 2.77 0.09
H 3.09 -2.21 3.56 0.08
H 4.73 -3.11 1.88 0.07
H 4.30 -2.78 -0.59 0.08
H 2.24 -1.60 -1.31 0.10
```


(2)
C3H5NS2 | ωB97M-V/def2-TZVPD

Results
**Calculated total energy**: -26350.92266 eV
**Orbital gap**: 8.7 eV
**Strongest force on any atom**: 2.19 eV Å⁻¹

```
11
Properties=species:S:1:pos:R:3:lowdin_charge:R:1
S -0.33 -2.31 0.38 0.66
C 0.06 -1.03 -0.59 -1.14
S 0.85 -1.31 -2.13 0.79
C -0.25 0.34 -0.16 -0.45
C 0.30 0.82 1.11 -0.18
N -1.13 0.76 0.97 0.05
H 0.74 -0.11 -2.69 -0.13
H -0.24 1.03 -0.99 0.11
H 0.87 0.09 1.75 0.12
H 0.70 1.83 1.12 0.11
H -1.56 -0.12 1.23 0.06
```


(3)
C41H68As3ClN5O11P2SZr | ωB97M-V/def2-TZVPD

Results
**Calculated total energy**: -299319.49393 eV
**Orbital gap**: 8.1 eV
**Strongest force on any atom**: 0.94 eV Å⁻¹
**Total charge**: +1

```
133
Properties=species:S:1:pos:R:3:lowdin_charge:R:1
Zr 0.14 0.75 -1.53 1.44
C 0.45 -4.20 3.28 -0.03
C 1.29 -2.95 3.25 -0.42
C 1.34 -2.25 4.60 -0.03
O 0.70 -1.98 2.31 -0.17
P 1.37 -1.52 0.97 0.50
O 0.53 -0.43 0.41 -0.44
C 1.38 -2.91 -0.19 -0.17
P -0.04 -2.78 -1.29 0.48
O -0.05 -1.44 -1.95 -0.43
O -0.04 -3.93 -2.33 -0.16
C 0.83 -5.12 -2.45 -0.40
C 2.10 -4.71 -3.17 -0.04
C 0.03 -6.15 -3.20 -0.03
O -1.34 -2.89 -0.41 -0.18
C -1.87 -4.16 0.10 -0.41
C -2.87 -4.72 -0.89 -0.03
C -2.49 -3.85 1.44 -0.03
O 2.89 -1.28 1.19 -0.16
C 3.58 -0.36 2.13 -0.38
C 4.49 -1.19 3.01 -0.03
C 4.37 0.61 1.29 -0.03
H 0.93 -4.95 3.91 0.10
H 0.33 -4.63 2.28 0.07
H -0.54 -4.00 3.69 0.09
H 2.29 -3.18 2.90 0.13
H 0.33 -2.01 4.93 0.10
H 1.91 -1.33 4.56 0.07
H 1.80 -2.91 5.34 0.10
H 1.38 -3.86 0.35 0.08
H 2.29 -2.83 -0.78 0.08
H 1.05 -5.46 -1.43 0.13
H 1.85 -4.24 -4.13 0.06
H 2.70 -5.59 -3.36 0.10
H 2.70 -4.02 -2.58 0.06
H -0.26 -5.76 -4.17 0.08
H -0.87 -6.44 -2.65 0.08
H 0.64 -7.04 -3.35 0.10
H -1.03 -4.86 0.22 0.13
H -3.75 -4.07 -0.94 0.08
H -3.21 -5.70 -0.56 0.10
H -2.46 -4.82 -1.89 0.07
H -3.43 -3.32 1.31 0.07
H -1.83 -3.22 2.03 0.06
H -2.69 -4.77 1.99 0.10
H 2.81 0.15 2.71 0.14
H 5.18 -1.76 2.40 0.10
H 3.96 -1.88 3.66 0.06
H 5.07 -0.53 3.64 0.10
H 5.03 0.07 0.62 0.10
H 4.98 1.24 1.95 0.10
H 3.71 1.26 0.72 0.03
C -0.64 1.38 2.43 -0.26
As -1.37 1.83 0.70 1.14
C -1.30 3.76 0.81 -0.24
C -3.24 1.48 1.12 -0.32
C -4.29 1.49 0.00 -0.66
C -4.18 2.80 -0.78 -0.07
C -4.12 0.29 -0.93 -0.33
As -2.60 0.24 -2.16 1.13
C -3.20 1.36 -3.62 -0.26
C -2.96 -1.48 -2.97 -0.25
C -5.70 1.48 0.62 -0.38
As -6.59 0.00 1.60 1.14
C -5.16 -1.03 2.46 -0.36
C -6.95 -1.26 0.14 -0.35
H -1.21 1.92 3.19 0.05
H 0.40 1.69 2.45 0.01
H -0.70 0.31 2.60 0.01
H -2.00 4.09 1.57 0.04
H -1.54 4.23 -0.15 0.02
H -0.28 4.05 1.09 0.02
H -3.49 2.25 1.86 0.09
H -3.25 0.52 1.64 0.05
H -3.19 2.94 -1.24 0.04
H -4.35 3.66 -0.12 0.10
H -4.92 2.85 -1.58 0.09
H -5.00 0.19 -1.58 0.09
H -4.05 -0.63 -0.34 0.06
H -4.28 1.25 -3.71 0.04
H -2.71 1.02 -4.53 0.03
H -2.94 2.41 -3.46 0.02
H -3.96 -1.45 -3.40 0.05
H -2.90 -2.28 -2.24 0.00
H -2.23 -1.67 -3.76 0.03
H -6.43 1.68 -0.18 0.07
H -5.78 2.33 1.30 0.06
H -4.72 -0.46 3.28 0.02
H -4.37 -1.33 1.77 -0.02
H -5.62 -1.92 2.87 0.02
H -7.48 -0.75 -0.66 0.02
H -7.60 -2.05 0.52 0.02
H -6.05 -1.72 -0.26 0.00
C 4.23 8.89 5.36 -0.07
C 3.78 7.70 4.56 -0.74
O 2.72 7.15 4.69 0.05
S 5.01 7.21 3.34 1.02
C 4.12 5.94 2.49 -0.54
C 3.77 6.13 1.16 -0.07
C 3.08 5.14 0.47 -0.01
C 2.73 3.96 1.12 -0.25
C 3.08 3.78 2.46 -0.03
C 3.77 4.76 3.14 -0.08
C 2.02 2.94 0.41 -0.14
C 1.40 2.09 -0.21 -0.21
H 3.81 8.83 6.36 0.09
H 3.84 9.79 4.87 0.09
H 5.31 8.97 5.40 0.07
H 4.03 7.05 0.66 0.11
H 2.81 5.28 -0.56 0.12
H 2.80 2.87 2.96 0.11
H 4.05 4.62 4.17 0.12
N -0.21 0.39 -3.76 0.02
C 0.28 -0.12 -4.69 -0.16
C 0.76 -0.83 -5.76 -0.26
C 1.66 -0.24 -6.69 -0.23
N 2.39 0.24 -7.43 0.15
C 0.49 -2.22 -5.74 -0.21
N 0.28 -3.35 -5.62 0.16
O 0.66 4.56 -2.37 -0.24
Cl 0.27 3.34 -2.97 0.74
O 1.34 2.33 -2.91 -0.43
O -0.25 3.49 -4.27 -0.23
O -0.77 2.66 -2.09 -0.61
N 3.40 0.77 -1.93 0.01
C 4.39 0.44 -2.77 -0.05
C 3.99 -0.69 -3.45 -0.02
C 2.72 -0.97 -2.96 -0.15
N 2.36 -0.08 -2.02 -0.06
H 3.28 1.59 -1.34 0.11
H 5.29 1.03 -2.82 0.13
H 4.53 -1.22 -4.21 0.11
H 2.03 -1.74 -3.26 0.09
```


So what do the calculations give for relative energy (zero: lowest compared OMol25 entry of this formula, charge and spin)? Going down the list: 13.0 174.7 135.9 kJ/mol.